# 1
Formula: C2H5N3O2S
Source: the Open Molecules 2025 dataset
Level of theory: the ωB97M-V functional and the def2-TZVPD basis

Results
- gap between HOMO and LUMO (eV) = 9.48
- highest occupied orbital energy (eV) = -9.12
- E_tot (Eh) = -792.0124
- SMILES = [H]/N=C(\NO)S/C=N/O
- ΔE to the lowest compared entry with this formula, charge and spin (kJ/mol) = 401.3
- LUMO (eV) = 0.354
- largest force on an atom (Eh/bohr) = 0.0295

Cartesian coordinates (Å):
C  0.991861  -0.013131  -0.230190
N  -2.795606  -0.581308  0.138736
H  3.283267  0.066624  1.079101
O  -3.779116  0.434737  -0.048694
H  2.231398  -1.595504  0.228237
C  -1.668525  -0.112417  -0.189635
H  -1.531172  0.893011  -0.547007
H  1.816437  1.598977  -0.130011
N  0.890151  1.241097  -0.161059
N  2.186778  -0.730880  -0.317215
H  -4.572765  -0.058821  0.197456
S  -0.319479  -1.210523  -0.132987
O  3.266771  0.068141  0.113273

Forces on atoms 1 to 6 (eV/Å):
C -0.33 -0.39 0.53
N -0.30 0.84 -0.19
H -0.21 0.03 0.12
O 0.15 -0.96 0.26
H -0.40 0.18 -0.46
C -0.43 -0.48 0.07

Löwdin charges, unit e, in atom order: -0.746 -0.076 0.106 -0.081 0.117 -0.496 0.085 0.037 0.117 -0.088 0.085 0.998 -0.060



# 2
Formula: C3H7N3O
Source: the Open Molecules 2025 dataset
Level of theory: the ωB97M-V functional and the def2-TZVPD basis

Results
- gap between HOMO and LUMO (eV) = 10.16
- highest occupied orbital energy (eV) = -9.20
- E_tot (Eh) = -358.0138
- SMILES = C/C(N)=N\C(N)=O
- ΔE to the lowest compared entry with this formula, charge and spin (kJ/mol) = 94.8
- LUMO (eV) = 0.962
- largest force on an atom (Eh/bohr) = 0.1203

Cartesian coordinates (Å):
H  3.519193  -0.631088  -0.101181
O  1.880462  1.225800  0.408052
H  -2.885474  -0.661264  0.655107
H  -1.928850  1.731924  0.197626
C  -0.763636  -0.032266  0.163935
C  1.618901  0.068697  0.177499
N  -2.032936  -0.951385  0.199150
H  -0.197069  1.977064  -0.179422
N  0.228798  -0.725523  0.437588
H  -1.892385  -1.951138  0.160964
H  -1.286001  1.293170  -1.393090
H  2.262458  -1.821818  -0.222600
C  -1.062687  1.335056  -0.327452
N  2.539226  -0.857229  -0.176176

Forces on atoms 1 to 6 (eV/Å):
H -0.20 0.10 -0.13
O -0.71 -0.44 -0.25
H 0.27 0.22 -0.06
H -0.04 0.02 -0.02
C -5.26 -3.25 -0.02
C -1.29 -1.51 1.29

Löwdin charges, unit e, in atom order: 0.109 0.051 0.048 0.083 -0.401 -0.501 0.054 0.064 0.141 0.051 0.092 0.092 -0.027 0.145



# 3
Formula: C36H31N4NiO2
Source: the Open Molecules 2025 dataset
Level of theory: the ωB97M-V functional and the def2-TZVPD basis

Results
- gap between HOMO and LUMO (alpha / beta) (eV) = 7.77 / 7.68
- highest occupied orbital energy (alpha / beta) (eV) = -4.98 / -5.05
- E_tot (Eh) = -3268.4148
- spin multiplicity = 3
- charge = -1
- LUMO (alpha / beta) (eV) = 2.785 / 2.626
- largest force on an atom (Eh/bohr) = 0.0143

Cartesian coordinates (Å):
H  -1.424595  -1.190608  -2.093265
O  -3.468722  3.744827  0.551091
H  -1.091771  -3.834947  1.241164
C  -4.941557  -0.936388  1.499299
H  -4.828486  0.712854  -2.154783
C  -1.899329  0.793272  2.973368
C  2.022934  -2.130732  1.614588
H  -5.812284  -0.613465  -0.431834
H  1.747994  0.901693  -3.514087
H  -3.059539  -5.102669  0.441963
C  2.817448  -4.240775  -0.002313
C  -4.144100  1.252576  -1.497982
C  -1.169227  5.441684  0.127469
C  4.990851  -0.270173  -0.185748
C  -1.774339  -2.066163  -1.556991
H  1.708582  -1.290248  2.223037
C  4.029554  0.695947  0.088695
H  -4.186624  -4.442001  -1.661912
H  -3.867296  -1.035965  3.350724
C  4.142229  1.534978  1.329311
C  2.941040  0.849712  -0.788483
H  1.096310  -3.762249  -1.198435
C  4.873466  -1.110186  -1.278257
N  -0.018847  -0.419656  0.296262
C  2.312361  3.116873  -0.534842
H  -4.480399  2.288508  -1.409875
H  -2.059757  1.818769  3.318040
H  1.481244  -0.846311  -3.367919
C  1.270160  -2.457101  0.490995
C  -1.588872  -3.548719  0.321307
H  4.750904  1.028277  2.080995
C  -1.120945  -2.447980  -0.392004
H  -2.114426  5.946006  0.272552
H  -3.366486  -2.484380  -2.930642
C  1.676294  -3.517013  -0.316061
C  1.127629  4.014849  -0.257398
H  3.648669  -1.677842  -2.941785
H  3.133202  -5.056588  -0.641480
H  4.446225  -4.484840  1.375270
C  1.616248  0.079265  -2.805401
H  4.588447  2.504236  1.101871
C  -3.326566  -3.886818  -1.307748
C  1.208042  5.396235  -0.223518
H  0.705214  0.283015  -2.249224
C  -4.081508  0.612883  -0.139241
C  -1.154681  4.059000  0.106657
C  -2.982880  0.383362  2.013992
H  3.733908  -2.608144  2.815514
N  -2.069131  1.901198  0.350764
C  2.796451  -0.030734  -1.876503
H  2.176348  5.856869  -0.359259
C  3.766055  -0.998802  -2.103205
C  -2.865840  -2.787785  -2.018528
C  3.553691  -3.922060  1.129898
H  -5.665195  -1.689924  1.788452
Ni  -0.043219  1.354814  -0.046691
C  -2.691688  -4.258282  -0.129164
H  3.151806  1.728060  1.747394
O  3.417192  3.632910  -0.741246
C  3.154306  -2.863852  1.935990
C  0.046786  -1.656447  0.132504
H  -1.873324  0.130831  3.839658
H  5.628780  -1.862308  -1.474848
H  5.838547  -0.370699  0.485473
H  0.061300  7.198615  -0.004672
H  -0.928048  0.768605  2.482770
H  -3.150806  1.273352  -1.952058
C  -2.375562  3.198594  0.355928
N  1.957001  1.830158  -0.560643
N  -0.024992  3.387858  -0.074698
C  -5.017110  -0.337245  0.253566
C  -3.059618  0.976497  0.743398
C  -3.925225  -0.572842  2.370927
C  0.035790  6.115776  -0.028141

Forces on atoms 1 to 6 (eV/Å):
H 0.00 -0.02 0.03
O 0.13 0.05 0.02
H 0.02 -0.03 -0.03
C 0.01 -0.02 0.03
H 0.01 0.00 0.01
C -0.10 0.05 -0.08

Löwdin charges, unit e, in atom order: 0.105 0.010 0.118 -0.107 0.069 -0.046 -0.030 0.100 0.083 0.096 -0.092 -0.044 0.001 -0.070 -0.031 0.111 -0.208 0.093 0.099 -0.048 -0.194 0.116 -0.107 0.089 -0.492 0.076 0.083 0.073 -0.174 -0.035 0.070 -0.179 0.113 0.099 -0.039 -0.162 0.102 0.096 0.093 -0.048 0.073 -0.104 0.003 0.028 -0.214 -0.160 -0.210 0.098 0.037 -0.211 0.113 -0.073 -0.088 -0.106 0.090 0.631 -0.090 0.077 0.009 -0.089 -0.323 0.070 0.092 0.102 0.102 0.040 0.072 -0.493 0.040 0.087 -0.068 -0.208 -0.067 -0.047